Entry from the Open Molecules 2025 dataset: 10 unconnected molecules or ions with the total composition C40H52F24O20 (the ωB97M-V functional and the def2-TZVPD basis).

Atoms and positions in Å:
O -7.802052 -30.750282 -3.442730
C -7.583664 -29.718474 -2.717180
O -8.603280 -28.970823 -2.204582
C -8.084988 -27.798359 -1.514587
C -6.633302 -27.913665 -1.428345
C -6.258464 -29.066398 -2.372346
H -8.498436 -27.757983 -0.506850
H -8.438222 -26.914283 -2.045387
H -6.250494 -28.105764 -0.426021
H -6.176216 -26.962690 -1.701887
H -5.630580 -29.804843 -1.873793
H -5.769912 -28.694007 -3.272751
O -10.373555 -16.453651 3.943533
C -10.973179 -17.444392 4.304532
O -11.354994 -17.490153 5.639754
C -11.895640 -18.726177 6.026116
C -12.487404 -19.199929 4.676146
C -11.446421 -18.727705 3.598722
H -12.691948 -18.596008 6.758958
H -11.103781 -19.351636 6.438271
H -13.527444 -18.898653 4.551049
H -12.447877 -20.287878 4.730103
H -11.973266 -18.489716 2.674659
H -10.612058 -19.401895 3.405305
C -11.933534 -27.806105 -2.605233
C -12.267821 -26.478540 -3.297821
O -11.205572 -25.525742 -3.061645
C -11.490750 -24.212634 -3.210238
O -12.453335 -23.759843 -3.800523
C -10.470586 -23.277036 -2.422545
F -9.620657 -22.771530 -3.314711
F -11.118656 -22.294458 -1.804504
F -9.678150 -23.936790 -1.580645
H -11.418856 -28.462908 -3.306533
H -12.828362 -28.288896 -2.212417
H -11.170080 -27.724898 -1.831515
H -13.221232 -26.176008 -2.864701
H -12.486134 -26.665142 -4.349298
C -13.573372 -28.961387 0.510878
C -14.376319 -28.395631 1.705634
O -15.591152 -29.163475 1.686160
C -16.626012 -28.794174 2.452451
O -16.597225 -27.811005 3.206635
C -17.971758 -29.593458 2.309924
F -18.277148 -29.992283 3.500763
F -18.903406 -28.858807 1.733609
F -17.829467 -30.692938 1.595371
H -13.399351 -30.036068 0.457289
H -12.582490 -28.507976 0.536826
H -14.136191 -28.785584 -0.405869
H -14.655564 -27.344271 1.636540
H -13.755074 -28.470578 2.598130
C -15.116901 -24.812338 3.372613
C -16.297401 -24.658297 4.361939
O -16.055351 -25.422638 5.517335
C -17.105459 -26.040784 6.170554
O -18.316459 -25.886512 5.822993
C -16.702590 -26.929218 7.402442
F -15.410806 -26.805661 7.784420
F -17.522656 -26.603613 8.427149
F -16.896176 -28.237636 7.131674
H -15.359867 -24.253684 2.468751
H -15.143509 -25.865617 3.093356
H -14.221848 -24.412478 3.849165
H -17.235366 -24.917959 3.871126
H -16.493059 -23.629795 4.665248
C -6.374342 -22.712372 5.185970
C -6.402425 -21.572558 4.077532
O -7.510253 -21.716652 3.226010
C -7.672943 -20.890197 2.143840
O -6.928749 -19.884625 1.825976
C -8.925806 -21.196243 1.280144
F -8.625686 -21.987703 0.280823
F -9.689118 -21.944204 2.029866
F -9.541390 -20.043694 0.857192
H -5.521913 -22.687226 5.864813
H -6.292851 -23.729841 4.803594
H -7.221153 -22.583800 5.860123
H -5.445636 -21.510638 3.559030
H -6.445323 -20.617229 4.600611
C -11.490509 -30.843139 3.376995
C -12.605910 -30.499110 4.334056
O -12.160955 -29.374563 5.115410
C -13.083698 -28.781201 5.955833
O -14.264631 -29.187180 6.070951
C -12.512123 -27.453624 6.566922
F -12.784405 -27.419381 7.847924
F -11.152199 -27.309036 6.417383
F -13.166460 -26.451716 5.966197
H -10.536539 -30.972313 3.888209
H -11.364282 -30.026521 2.666158
H -11.660452 -31.761881 2.815613
H -12.926869 -31.269342 5.035346
H -13.540098 -30.286183 3.814384
C -10.566449 -22.937788 4.916284
C -11.188826 -24.210509 4.674215
O -11.294707 -24.456084 3.265110
C -11.653503 -25.664668 2.728010
O -11.994153 -26.637659 3.396360
C -11.440579 -25.679750 1.112192
F -10.636700 -26.710913 0.770314
F -12.667407 -25.778749 0.471393
F -10.923981 -24.508156 0.716695
H -9.506605 -22.908329 4.663395
H -10.737089 -22.656093 5.955344
H -11.027090 -22.137625 4.336937
H -12.216280 -24.225904 5.037813
H -10.544153 -24.932992 5.174726
C -5.940582 -25.027390 1.390596
C -7.394067 -25.103747 1.738248
O -7.843490 -26.427725 1.897581
C -7.610156 -27.100423 3.024225
O -7.223129 -26.571071 4.035670
C -7.869255 -28.577011 2.977214
F -6.709200 -29.276447 2.975806
F -8.519292 -28.922579 4.135095
F -8.640340 -28.996588 1.932703
H -5.739644 -23.957066 1.344534
H -5.660792 -25.415325 0.411150
H -5.299197 -25.428834 2.175172
H -8.029782 -24.700691 0.949893
H -7.567058 -24.509449 2.635449
C -15.301092 -24.637358 -0.713133
C -16.104650 -25.002573 -1.980278
O -15.798179 -26.350863 -2.463777
C -16.628011 -27.366569 -2.120426
O -17.569872 -27.258478 -1.341811
C -16.319227 -28.666381 -2.861404
F -17.234430 -28.906502 -3.719179
F -15.114792 -28.638854 -3.371356
F -16.389417 -29.636104 -1.955933
H -15.513811 -23.596987 -0.467221
H -14.242048 -24.807824 -0.906661
H -15.490493 -25.140966 0.234822
H -15.759568 -24.333284 -2.768351
H -17.184013 -24.980854 -1.829898

Cartesian forces, eV/Å:
0.99 4.38 3.32
-1.52 -3.07 -2.95
0.83 -0.54 -0.14
-2.17 0.08 0.50
2.41 0.05 -0.15
-0.11 0.02 0.30
-0.42 -0.16 -0.15
0.02 -0.09 -0.17
-0.34 -0.17 0.10
0.17 -0.11 -0.23
0.11 0.03 -0.27
-0.04 -0.34 -0.08
-1.00 -1.75 -0.12
0.90 1.48 0.44
0.73 1.05 -0.01
-0.86 0.10 -1.54
1.48 -2.19 0.40
-1.49 1.19 1.30
0.20 0.22 0.13
-0.05 -0.25 -0.12
0.28 0.34 -0.23
-0.49 -0.22 -0.31
0.45 0.08 -0.09
-0.05 -0.06 0.11
1.06 -0.07 -0.65
-0.77 -0.98 0.62
-0.21 0.95 0.09
-1.45 -0.13 0.06
1.59 -0.62 0.94
0.29 -0.67 -0.76
-0.10 0.71 -0.70
0.16 -0.48 -0.13
-0.66 -0.29 0.47
-0.31 -0.26 -0.14
0.17 0.08 -0.11
-0.36 0.45 0.37
0.21 0.85 0.02
0.47 0.42 -0.14
-0.31 0.66 0.18
0.68 -0.54 -0.89
-1.57 -0.87 0.89
0.90 3.20 1.00
-0.20 -2.42 -1.62
2.33 0.14 -1.02
-1.25 0.04 1.94
-0.41 0.42 0.32
0.29 -0.79 -1.07
-0.26 -0.14 0.88
-0.12 0.22 -0.46
0.30 0.50 -0.14
0.21 -0.01 -0.44
-0.58 -0.37 0.43
-1.49 0.16 0.86
-0.61 0.89 -1.44
-1.02 -2.18 2.37
-3.20 1.99 -2.98
5.03 -0.94 1.82
0.15 -0.52 -0.08
-1.24 0.37 -0.23
0.75 -0.07 -0.49
-0.09 0.93 -0.05
0.11 0.25 0.08
0.77 0.03 0.21
0.23 -0.46 -0.33
0.04 -0.62 0.12
0.47 0.21 0.17
-0.05 0.77 -0.72
0.36 -0.34 1.06
0.08 -1.91 1.68
-0.87 2.61 -3.08
0.12 -0.73 0.69
4.64 2.13 4.26
-0.14 -0.75 -3.40
-3.31 -1.11 1.12
-0.19 -1.28 -0.41
0.39 0.72 -0.22
-0.59 0.00 -0.37
-0.33 -0.31 -0.26
0.02 -0.34 -0.47
-0.21 0.26 0.15
0.30 0.03 0.04
-0.58 -0.37 0.34
-1.23 1.40 1.41
-2.15 -2.44 -2.05
4.31 1.76 0.07
0.41 -0.61 -0.87
0.05 0.10 0.86
-1.79 -0.12 -0.04
0.57 -0.05 0.19
-0.06 0.08 0.16
0.02 0.01 -0.04
-0.34 0.03 0.07
0.51 -0.35 0.02
0.06 0.50 -0.14
0.64 2.75 -0.24
-1.08 -1.92 0.32
-0.01 -1.61 -2.60
0.46 -0.17 2.33
0.59 1.78 -2.16
-0.80 1.11 1.04
-0.98 0.96 0.07
1.54 -0.51 0.79
-0.05 -1.22 0.13
0.03 -0.04 0.13
0.29 -0.16 0.17
-0.07 0.03 -0.17
0.10 -0.31 0.38
-0.53 -0.77 -0.25
0.45 0.73 -0.11
0.00 1.30 0.10
-0.59 -2.85 -0.11
0.56 3.16 0.25
-0.04 -0.84 -0.28
-1.06 -2.10 0.77
-0.68 0.55 -0.37
0.46 0.25 -1.28
0.88 0.47 0.88
0.19 0.14 0.01
-0.19 -0.33 0.07
-0.05 -0.17 -0.04
0.10 0.06 0.00
-0.17 -0.11 0.10
-0.14 -0.22 -0.22
0.20 -0.50 1.07
-0.32 -0.94 0.03
-1.39 2.73 1.65
1.86 -0.53 -1.58
0.39 0.82 2.82
-1.48 -0.32 -2.50
0.87 -0.30 -0.94
0.42 -0.87 0.59
0.32 0.21 -0.34
-0.02 0.45 -0.11
-0.56 -0.62 -0.35
-0.26 -0.22 -0.11
0.11 0.32 -0.02

Properties
**Net charge**: -1
**E**: -5457.00822 Ha
**HOMO energy (alpha / beta)**: -0.7 / -5.1 eV
**Spin multiplicity**: 2
**Strongest force on any atom**: 6.65 eV/A
**Expectation value of S²**: 0.7537

Atomic partial charges in e from the Löwdin method, atoms 1 to 4: number 1, O, carries 0.030; number 2, C, carries -0.391; number 3, O, carries 0.019; number 4, C, carries -0.162